1 | Computed, not measured: the molecule CHNO3, with the ωB97M-V functional and the def2-TZVPD basis.

Positions of all 6 atoms, in Å:
C -0.252 0.516 0.417
N -1.299 0.891 -0.594
O -0.216 1.035 1.446
O -2.373 0.395 -0.499
O -1.081 1.740 -1.392
H 0.384 -0.474 0.133

Output
E_LUMO ... -0.084 eV
SMILES ... O=C[N+](=O)[O-]
HOMO energy ... -11.357 eV
HOMO-LUMO gap ... 0.4143 Ha

=====

2 | Computed, not measured: the molecule CHNO3, with the ωB97M-V functional and the def2-TZVPD basis.

Positions of all 6 atoms, in Å:
C 0.567 -0.005 0.495
N 0.715 -0.521 -0.643
O -0.673 0.545 0.671
O -0.376 -0.488 -1.332
O -1.408 0.240 -0.492
H 1.175 0.229 1.301

Output
E_LUMO ... 0.903 eV
SMILES ... C1=NOOO1
HOMO energy ... -9.296 eV
HOMO-LUMO gap ... 0.3748 Ha

=====

Each structure's energy above the most stable one, in kcal/mol: 1 0.0; 2 73.3.

=====

1 | Computed, not measured: the molecule F2H2N2O2S, with the ωB97M-V functional and the def2-TZVPD basis.

Positions of all 9 atoms, in Å:
N 1.451 0.012 0.060
N -1.007 0.494 0.583
O -0.178 -0.807 -1.591
O -0.231 -1.784 0.709
F -0.975 1.678 -0.146
F -2.352 0.159 0.464
S 0.020 -0.742 -0.179
H 1.769 0.434 0.977
H 1.503 0.557 -0.877

Output
E_LUMO ... 0.274 eV
SMILES ... NS(=O)(=O)N(F)F
HOMO energy ... -11.237 eV
HOMO-LUMO gap ... 0.4230 Ha

=====

2 | Computed, not measured: the molecule F2H2N2O2S, with the ωB97M-V functional and the def2-TZVPD basis.

Positions of all 9 atoms, in Å:
N 1.370 0.013 0.071
N -1.084 0.601 0.557
O -0.243 -0.763 -1.646
O -0.221 -1.803 0.610
F -0.986 1.665 -0.270
F -2.414 0.164 0.522
S -0.051 -0.681 -0.230
H 1.705 0.330 0.923
H 1.924 0.474 -0.536

Output
E_LUMO ... 0.328 eV
SMILES ... NS(=O)(=O)N(F)F
HOMO energy ... -11.277 eV
HOMO-LUMO gap ... 0.4265 Ha

=====

3 | Computed, not measured: a cluster of 2 separate species, F2H2N2O2S in total, with the ωB97M-V functional and the def2-TZVPD basis.

Positions of all 9 atoms, in Å:
N -1.540 -0.894 -0.194
N 1.702 -0.135 0.281
O 0.396 1.347 -1.689
O 0.068 1.805 0.717
F 1.313 -0.430 1.560
F 1.525 -1.281 -0.394
S 0.265 0.944 -0.370
H -2.243 -0.300 -0.653
H -1.487 -1.054 0.743

Output
E_LUMO (alpha / beta) ... -2.361 / -2.363 eV
HOMO energy (alpha / beta) ... -10.193 / -10.194 eV
HOMO-LUMO gap (alpha / beta) ... 0.2878 / 0.2878 Ha

=====

Each structure's energy above the most stable one, in kcal/mol: 1 0.0; 2 1.4; 3 75.2.

=====

1 | Computed, not measured: a cluster of 2 separate species, H4NO2PS in total, with the ωB97M-V functional and the def2-TZVPD basis.

Positions of all 9 atoms, in Å:
N 0.368 -0.918 0.273
O -0.694 1.334 0.941
O -2.119 -0.180 -0.339
P -0.564 0.402 -0.359
S 2.585 0.091 -0.196
H 0.069 -1.544 -0.523
H 0.178 1.283 1.341
H -2.620 0.632 -0.418
H 2.798 -1.100 -0.721

Output
E_LUMO (alpha / beta) ... -1.986 / -2.015 eV
HOMO energy (alpha / beta) ... -8.716 / -9.032 eV
HOMO-LUMO gap (alpha / beta) ... 0.2473 / 0.2579 Ha

=====

2 | Computed, not measured: a cluster of 2 separate species, H4NO2PS in total, with the ωB97M-V functional and the def2-TZVPD basis.

Positions of all 9 atoms, in Å:
N -2.124 -0.665 0.174
O 1.760 -0.842 0.398
O -0.147 0.269 1.348
P 0.397 -0.230 -0.062
S 0.877 1.629 -1.148
H -2.608 -0.867 -0.660
H 1.935 -0.731 1.349
H -1.058 0.198 1.134
H 0.969 1.239 -2.533

Output
E_LUMO (alpha / beta) ... -1.813 / -1.462 eV
HOMO energy (alpha / beta) ... -8.890 / -8.790 eV
HOMO-LUMO gap (alpha / beta) ... 0.2601 / 0.2693 Ha

=====

Each structure's energy above the most stable one, in kcal/mol: 1 0.0; 2 34.1.